9
Properties=species:S:1:pos:R:3:forces:R:3 method="wB97M-V/def2-TZVPD" gap_ev=8.020 smiles="NOC(=O)C=S" e_homo_ev=-9.3723
H -1.614412 0.400058 -0.829655 0.19 -0.63 0.10
N -1.161083 -0.243871 -0.176580 0.33 1.39 0.40
C 0.885522 0.390426 -1.047251 -0.53 -0.79 -0.88
H 2.447360 -1.330066 -1.405080 -0.80 1.05 0.16
C 2.264728 -0.225978 -1.455273 1.09 1.14 -0.23
O 0.102805 -0.645072 -0.665575 0.07 -0.49 0.24
H -1.669936 -1.055043 0.117859 0.02 -0.42 -0.51
S 3.518961 0.705859 -1.964363 -1.57 -0.89 0.59
O 0.430383 1.494113 -1.189247 1.19 -0.37 0.13

9
Properties=species:S:1:pos:R:3:forces:R:3 method="wB97M-V/def2-TZVPD" gap_ev="8.638 / 8.637" smiles="[H]/N=C/C=S(=O)=O" e_homo_ev="-9.8691 / -9.8682"
C 1.038407 0.452177 -0.105024 -5.23 -1.34 1.22
H 2.952625 0.616883 -0.163016 0.06 0.80 0.51
N 2.153710 0.118487 0.200099 2.25 -1.98 -0.48
H 0.533138 1.386762 -0.264458 0.13 0.51 -1.06
O -1.725650 0.876714 -0.862762 -0.64 1.17 -0.23
H 0.180222 -1.305647 1.102731 -1.26 -0.36 -0.89
O -3.027610 -1.058935 -0.103582 0.79 0.15 0.99
C -0.281194 -0.817495 0.210881 2.58 2.19 1.32
S -1.823647 -0.268948 -0.014867 1.32 -1.14 -1.38

Let's list energy relative to the best compared isomer or geometry (same formula, charge and spin) in order: 3.219, 5.407 eV.
Let's list M in order: 105.1, 105.1 g/mol.
Let's list energy in order: -18540.2335, -18538.0455 eV.